Record 1
A cluster of 2 separate species, C3H9N2O2 in total. Source: the Open Molecules 2025 dataset; level of theory: wB97M-V/def2-TZVPD.

Element x y z (Å)
C (0.96146, 0.15184, 1.76666)
C (-0.01158, 0.48762, 0.90615)
N (-0.81571, -0.39527, 0.28740)
N (1.72418, 1.21092, 2.44851)
H (1.27627, -0.85074, 1.99392)
H (-0.20323, 1.52705, 0.66640)
H (-1.29873, -0.11820, -0.55030)
H (-0.51733, -1.35905, 0.25821)
H (2.73035, 1.10112, 2.30290)
H (1.57220, 1.24942, 3.46160)
H (1.43988, 2.11911, 2.06954)
O (-2.36398, -1.42846, -1.98502)
C (-1.69284, -1.25148, -2.95060)
O (-0.58301, -0.48263, -2.92090)
H (-1.86698, -1.73062, -3.92696)
H (-0.35096, -0.23064, -3.82751)

Forces on atoms 1 to 3 (eV/Å):
0.02 0.06 -0.01
0.06 -0.28 -0.05
0.37 0.02 -0.08

- E: -10325.1416 eV
- Net charge: +1
- ΔE to the lowest compared entry with this formula, charge and spin: 1.7105 eV

natural (NBO) population analysis, charges in e, atoms 1 to 5:
1. C -0.2601
2. C 0.0759
3. N -0.7444
4. N -0.6583
5. H 0.2284


Record 2
The ion C3H9N2O2 with charge +1 in a non-equilibrium geometry. Source: the Open Molecules 2025 dataset; level of theory: wB97M-V/def2-TZVPD.

Element x y z (Å)
C (0.61532, -0.40649, -0.95822)
C (-0.48743, 1.35070, 0.72635)
C (-0.28087, -0.20143, 0.35318)
N (0.12677, 0.22730, -2.08977)
N (0.57133, -0.86168, 1.38419)
O (1.47489, -1.21920, -1.01703)
O (-1.48320, -0.85508, 0.22907)
H (-1.51649, 1.32293, 1.19390)
H (-0.61631, 1.83125, -0.34053)
H (0.40526, 1.64520, 1.19171)
H (-0.26822, 1.10888, -2.10340)
H (0.79599, 0.12053, -2.86681)
H (-0.08215, -1.54093, 1.94116)
H (0.91059, -0.13278, 2.06909)
H (1.42845, -1.27981, 1.01485)
H (-1.59392, -1.10939, -0.72772)

Forces on atoms 1 to 3 (eV/Å):
-2.92 1.73 -0.92
-2.47 -2.72 -3.70
1.36 2.07 -1.49

- E: -10325.1285 eV
- Net charge: +1
- SMILES: C[C@@]([NH3+])(O)C(N)=O
- ΔE to the lowest compared entry with this formula, charge and spin: 1.7235 eV

natural (NBO) population analysis, charges in e, atoms 1 to 5:
1. C 0.6327
2. C -0.6287
3. C 0.3118
4. N -0.8145
5. N -0.7262


Record 3
A structure of composition C3H9N2O2 in a non-equilibrium geometry. Source: the Open Molecules 2025 dataset; level of theory: wB97M-V/def2-TZVPD.

Element x y z (Å)
C (-0.15986, -1.00670, -1.14760)
C (1.59679, 0.33922, 0.19905)
C (0.19885, 0.18179, -0.27784)
N (-1.36430, -0.78284, 2.15332)
N (-0.86744, 0.04794, 1.35083)
O (-2.04474, -0.52256, 3.11486)
O (-1.01067, 1.42913, 1.59337)
H (-0.26655, -0.45132, -2.10507)
H (0.62465, -1.77652, -1.16519)
H (-1.13757, -1.40352, -0.78001)
H (2.05538, 1.26819, -0.27483)
H (2.34428, -0.43485, 0.06689)
H (1.76331, 0.57800, 1.23415)
H (-0.36985, 1.14362, -0.35536)
H (-0.99697, -1.75913, 2.03359)
H (-1.43021, 1.49108, 2.44025)

Forces on atoms 1 to 3 (eV/Å):
-0.43 1.38 0.70
1.55 1.70 -0.55
-0.22 -0.47 1.26

- E: -10319.3083 eV
- Net charge: +1
- ΔE to the lowest compared entry with this formula, charge and spin: 7.5437 eV

natural (NBO) population analysis, charges in e, atoms 1 to 5:
1. C -0.6917
2. C -0.7497
3. C 0.2283
4. N 0.1933
5. N 0.0765


Record 4
A cluster of 2 separate species, C3H9N2O2 in total in a non-equilibrium geometry. Source: the Open Molecules 2025 dataset; level of theory: wB97M-V/def2-TZVPD.

Element x y z (Å)
O (1.34832, 2.98365, 1.22254)
C (1.35839, 3.04014, 0.02546)
O (0.75721, 2.08909, -0.74644)
H (2.02701, 3.72624, -0.53999)
H (0.67357, 2.47407, -1.62841)
C (-0.17444, -1.94005, -0.12882)
C (-1.51841, -1.79852, -0.22706)
N (-2.28338, -2.96752, 0.27195)
N (0.80910, -0.99007, -0.32700)
H (0.21557, -2.95491, 0.12382)
H (-2.14159, -0.92218, -0.42541)
H (-3.11737, -3.27494, -0.25311)
H (-1.67074, -3.80836, 0.27303)
H (-2.65179, -2.82651, 1.19982)
H (0.49917, -0.05243, -0.37422)
H (1.64872, -1.04921, 0.18357)

Forces on atoms 1 to 3 (eV/Å):
-0.32 0.05 -1.12
1.24 -0.47 1.30
-0.33 0.64 -0.04

- E: -10324.7179 eV
- Net charge: +1
- ΔE to the lowest compared entry with this formula, charge and spin: 2.1341 eV

natural (NBO) population analysis, charges in e, atoms 1 to 5:
1. O -0.5214
2. C 0.6287
3. O -0.7182
4. H 0.1208
5. H 0.4962


Record 5
The ion C3H9N2O2 with charge +1 in a non-equilibrium geometry. Source: the Open Molecules 2025 dataset; level of theory: wB97M-V/def2-TZVPD.

Element x y z (Å)
C (0.87118, 1.99867, 0.23154)
C (-1.08886, -2.12011, -1.34517)
C (-0.04317, 1.01380, 0.87511)
N (-0.50422, -1.26586, -0.34446)
N (-0.61491, 0.00775, -0.42349)
O (-1.15037, 0.54066, -1.35120)
O (0.08979, -1.79533, 0.75265)
H (1.78363, 1.53222, -0.13431)
H (0.37440, 2.52066, -0.58297)
H (1.15101, 2.74059, 0.97552)
H (-2.01717, -1.66398, -1.69840)
H (-1.30235, -3.09407, -0.90732)
H (-0.42025, -2.23358, -2.20133)
H (-0.97495, 1.43462, 1.24045)
H (0.41803, 0.32287, 1.57255)
H (0.78377, -2.43912, 0.50419)

Forces on atoms 1 to 3 (eV/Å):
0.13 0.07 -0.09
-0.35 -0.59 -0.35
-0.79 -1.55 -1.93

- E: -10317.3821 eV
- Net charge: +1
- Multiplicity: 3
- ΔE to the lowest compared entry with this formula, charge and spin: 2.6506 eV
- ⟨S²⟩: 2.01

natural (NBO) population analysis, charges in e, atoms 1 to 5:
1. C -0.6594
2. C -0.4944
3. C -0.1724
4. N 0.3319
5. N 0.0738


Record 6
A cluster of 2 separate species, C3H9N2O3 in total in a non-equilibrium geometry. Source: the Open Molecules 2025 dataset; level of theory: wB97M-V/def2-TZVPD.

Element x y z (Å)
O (0.50772, 0.04044, 2.36602)
C (0.60774, -0.12067, 1.15634)
N (-0.29090, 0.30114, 0.22151)
C (-1.23540, 1.22694, 0.78444)
O (-1.95555, 1.93073, -0.27414)
C (1.79132, -0.95475, 0.61286)
N (1.27991, -2.10295, -0.13575)
H (-0.27991, 0.55570, -1.75191)
H (-0.87453, 2.07967, 1.36000)
H (-2.05403, 0.70905, 1.31110)
H (2.20031, -1.34094, 1.55750)
H (2.53160, -0.37005, 0.06169)
H (0.38819, -2.38307, 0.25571)
H (1.10443, -1.90621, -1.11277)
H (-1.25206, 0.00511, -2.67210)
H (-1.76297, 1.52399, -1.13986)
O (-0.70588, 0.80586, -2.60064)

Forces on atoms 1 to 3 (eV/Å):
-0.42 0.20 -0.49
1.78 -0.76 0.65
-0.95 1.22 0.77

- E: -12377.2458 eV
- Net charge: 0
- Multiplicity: 2
- ΔE to the lowest compared entry with this formula, charge and spin: 0.8690 eV
- ⟨S²⟩: 0.76

natural (NBO) population analysis, charges in e, atoms 1 to 5:
1. O -0.4969
2. C 0.5646
3. N -0.3227
4. C 0.0032
5. O -0.7458